{"formula": "C5H16NO", "method": "ωB97M-V/def2-TZVPD", "species": ["C", "C", "C", "C", "C", "N", "H", "H", "H", "H", "H", "H", "H", "H", "H", "H", "H", "H", "H", "H", "H", "H", "O"], "positions_angstrom": [[-0.754, 0.956, -0.442], [0.394, -0.011, -0.149], [0.812, -0.754, -1.415], [1.550, 0.791, 0.459], [2.639, -0.090, 1.072], [-1.989, 0.227, -0.917], [-0.465, 1.610, -1.264], [-1.048, 1.551, 0.417], [0.044, -0.750, 0.578], [1.714, -1.341, -1.239], [0.048, -1.451, -1.769], [1.041, -0.046, -2.218], [1.978, 1.421, -0.329], [1.156, 1.477, 1.207], [2.220, -0.832, 1.747], [3.168, -0.628, 0.287], [3.372, 0.502, 1.608], [-2.651, 0.879, -1.345], [-1.715, -0.468, -1.612], [-2.509, -0.249, -0.153], [-3.759, -0.859, 2.046], [-2.263, -1.198, 1.941], [-2.983, -0.739, 1.489]], "mulliken_charge": [-1.064, 0.789, -1.501, -0.653, -1.263, -0.110, 0.422, 0.369, 0.114, 0.388, 0.441, 0.339, 0.306, 0.413, 0.327, 0.323, 0.384, 0.404, 0.330, 0.270, 0.317, 0.303, -0.648], "e_homo_ev": -15.111, "e_lumo_ev": -3.1, "de_lowest_kj_mol": 8.1, "total_charge": 1, "fmax_ha_per_bohr": 0.010}

=====

{"formula": "C5H16NO", "method": "ωB97M-V/def2-TZVPD", "species": ["C", "C", "C", "C", "C", "N", "H", "H", "H", "H", "H", "H", "H", "H", "H", "H", "H", "H", "H", "H", "H", "H", "O"], "positions_angstrom": [[1.116, 0.779, -1.389], [0.100, 0.767, -0.271], [-1.258, 0.046, -0.308], [-2.288, 0.822, -0.950], [-0.905, -1.297, -1.150], [0.884, 0.436, 0.991], [0.722, 1.160, -2.367], [1.529, -0.190, -1.749], [2.058, 1.427, -1.183], [-0.314, 1.919, -0.107], [-1.783, -0.337, 0.726], [-3.102, 0.229, -1.229], [-2.015, 1.269, -1.907], [-2.532, 1.807, -0.450], [-1.793, -1.369, -1.996], [-0.816, -2.151, -0.497], [0.031, -1.210, -1.782], [1.413, -0.528, 0.922], [0.244, 0.478, 1.856], [1.585, 1.156, 1.162], [1.846, -2.205, 2.824], [2.350, -0.912, 3.094], [1.725, -1.288, 2.519]], "mulliken_charge": [-1.437, -0.121, 0.980, -1.930, -1.107, -0.408, 0.387, 0.397, 0.352, 0.156, 0.223, 0.497, 0.406, 0.367, 0.325, 0.296, 0.248, 0.531, 0.428, 0.419, 0.304, 0.291, -0.604], "e_homo_ev": -14.466, "e_lumo_ev": -3.3, "de_lowest_kj_mol": 248.3, "total_charge": 1, "fmax_ha_per_bohr": 0.096}

=====

{"formula": "C5H16NO", "method": "ωB97M-V/def2-TZVPD", "species": ["C", "C", "C", "C", "C", "N", "H", "H", "H", "H", "H", "H", "H", "H", "H", "H", "H", "H", "H", "H", "H", "H", "O"], "positions_angstrom": [[-0.172, 0.582, 0.780], [0.487, -0.614, 0.069], [0.267, -1.984, 0.841], [2.050, -0.678, 0.025], [2.605, -1.039, -1.325], [-0.812, 1.582, -0.117], [-0.943, 0.195, 1.444], [0.524, 1.092, 1.458], [0.047, -0.737, -0.909], [1.142, -2.651, 0.874], [-0.593, -2.474, 0.361], [0.011, -1.823, 1.885], [2.613, -1.154, 0.851], [2.353, 0.376, 0.317], [2.071, -0.554, -2.141], [2.734, -2.123, -1.502], [3.605, -0.553, -1.322], [-1.534, 2.101, 0.405], [-1.395, 1.196, -0.859], [-0.154, 2.237, -0.555], [-4.006, 0.968, -0.628], [-4.044, 2.434, -0.060], [-3.518, 1.630, -0.138]], "lowdin_spin": [0.007, 0.200, 0.171, 0.269, 0.097, 0.000, 0.006, 0.003, -0.001, 0.010, 0.043, 0.008, 0.028, 0.096, 0.000, 0.013, 0.049, 0.000, 0.000, 0.000, 0.000, 0.000, 0.000], "spin_multiplicity": 2, "s2": 0.75, "e_homo_ev": [-19.130, -19.130], "e_lumo_ev": [-6.8, -13.3], "de_lowest_kj_mol": 18.3, "total_charge": 2, "fmax_ha_per_bohr": 0.025}

=====

{"formula": "C5H16NO2", "method": "ωB97M-V/def2-TZVPD", "species": ["C", "C", "N", "C", "C", "C", "H", "H", "H", "H", "H", "H", "H", "H", "H", "H", "H", "H", "H", "H", "O", "H", "H", "O"], "positions_angstrom": [[0.389, 1.486, -0.125], [-0.363, 0.613, 0.877], [-1.090, -0.540, 0.164], [-0.534, -1.875, 0.510], [0.503, -1.650, 1.617], [0.641, -0.107, 1.795], [1.348, 1.787, 0.274], [-0.240, 2.253, -0.564], [0.673, 0.833, -0.967], [-1.164, 1.168, 1.362], [-1.086, -0.325, -0.834], [-2.082, -0.532, 0.391], [-1.325, -2.503, 0.869], [-0.002, -2.259, -0.350], [0.149, -2.102, 2.541], [1.472, -2.061, 1.375], [1.631, 0.163, 1.448], [0.551, 0.127, 2.851], [-2.124, -1.295, -2.982], [-1.780, -2.765, -2.471], [-1.739, -1.825, -2.285], [1.473, 4.240, -1.977], [2.678, 3.494, -2.103], [2.019, 3.675, -1.416]], "mulliken_charge": [-1.522, 0.372, -0.118, -0.573, -0.565, -0.694, 0.397, 0.365, 0.439, 0.393, 0.303, 0.400, 0.384, 0.236, 0.241, 0.334, 0.245, 0.367, 0.283, 0.296, -0.591, 0.316, 0.313, -0.621], "e_homo_ev": -14.345, "e_lumo_ev": -2.9, "de_lowest_kj_mol": 50.1, "total_charge": 1, "fmax_ha_per_bohr": 0.032}

=====

{"formula": "C5H16NO8P2S", "method": "ωB97M-V/def2-TZVPD", "species": ["N", "C", "O", "S", "P", "O", "O", "P", "O", "O", "O", "H", "H", "H", "H", "C", "C", "O", "H", "H", "H", "H", "H", "H", "C", "C", "O", "H", "H", "H", "H", "H", "H"], "positions_angstrom": [[1.256, 4.719, -0.045], [1.060, 3.447, -0.166], [0.820, 2.076, -0.725], [0.507, 1.112, 0.685], [-1.279, 0.010, 0.251], [-0.997, -1.373, -0.768], [-2.207, -0.373, 1.674], [2.224, -0.143, 0.944], [3.471, 0.590, 0.230], [2.703, -0.257, 2.651], [2.069, -1.751, 0.292], [-0.903, -2.214, -0.199], [-2.632, 0.466, 2.058], [1.910, -0.621, 3.143], [2.905, -2.301, 0.420], [-4.064, 4.612, 0.947], [-3.920, 3.260, 1.615], [-2.597, 2.773, 1.445], [-3.835, 4.538, -0.122], [-5.079, 5.000, 1.065], [-3.359, 5.332, 1.374], [-4.611, 2.538, 1.170], [-4.134, 3.328, 2.686], [-1.993, 3.417, 1.851], [2.493, -4.745, -3.249], [2.217, -3.707, -2.181], [2.758, -4.133, -0.939], [2.055, -5.709, -2.971], [2.078, -4.433, -4.212], [3.569, -4.905, -3.364], [1.139, -3.565, -2.054], [2.662, -2.743, -2.446], [3.716, -4.247, -1.061]], "mulliken_charge": [-0.315, 0.448, -0.105, 0.342, 0.472, -0.384, -0.471, 0.806, -0.562, -0.451, -0.328, 0.350, 0.409, 0.350, 0.344, -1.133, -0.252, -0.392, 0.286, 0.347, 0.359, 0.296, 0.306, 0.246, -1.176, 0.029, -0.552, 0.298, 0.352, 0.346, 0.166, 0.258, 0.311], "e_homo_ev": -13.206, "e_lumo_ev": -7.0, "total_charge": 1, "fmax_ha_per_bohr": 0.219}

=====

{"formula": "C5H16O3PSi", "method": "ωB97M-V/def2-TZVPD", "species": ["C", "C", "C", "C", "C", "O", "O", "O", "Si", "P", "H", "H", "H", "H", "H", "H", "H", "H", "H", "H", "H", "H", "H", "H", "H", "H"], "positions_angstrom": [[2.503, 2.229, 0.372], [-2.296, 1.703, 0.691], [1.500, -2.106, -0.267], [-1.696, -2.214, 0.255], [-0.448, -0.714, -2.431], [0.534, 1.085, 2.231], [1.539, 1.341, -0.163], [-1.022, 1.811, 0.073], [-0.279, -1.377, -0.695], [0.175, 0.769, 0.370], [2.199, 2.645, 1.277], [2.728, 3.027, -0.445], [3.277, 1.515, 0.698], [-2.250, 1.174, 1.673], [-3.018, 1.118, -0.004], [-2.650, 2.796, 0.751], [1.707, -2.172, 0.785], [1.566, -3.147, -0.682], [2.141, -1.491, -0.721], [-2.760, -1.778, 0.158], [-1.690, -3.281, 0.141], [-1.479, -1.942, 1.405], [-0.110, -1.281, -3.253], [-1.382, -0.250, -2.608], [0.241, 0.139, -2.407], [0.970, 0.402, 2.795]], "mulliken_charge": [-0.672, -0.611, -1.101, -0.985, -1.029, -0.623, -0.285, -0.332, 0.407, 0.946, 0.379, 0.235, 0.287, 0.338, 0.241, 0.250, 0.373, 0.350, 0.396, 0.328, 0.414, 0.285, 0.437, 0.378, 0.292, 0.301], "e_homo_ev": -14.552, "e_lumo_ev": -3.7, "de_lowest_kj_mol": 197.3, "total_charge": 1, "fmax_ha_per_bohr": 0.098}

=====

{"formula": "C5H17B2Cl2O5Si2", "method": "ωB97M-V/def2-TZVPD", "species": ["C", "O", "B", "O", "Si", "C", "B", "O", "O", "O", "Si", "C", "C", "C", "Cl", "H", "H", "H", "H", "H", "H", "H", "H", "H", "H", "H", "H", "H", "H", "H", "H", "H", "Cl"], "positions_angstrom": [[0.744, 2.917, 1.078], [2.046, 2.381, 0.837], [2.143, 1.826, -0.464], [2.535, 2.661, -1.455], [1.791, -0.112, -0.894], [2.188, -1.160, 0.664], [2.345, -2.706, 0.378], [3.361, -3.119, -0.451], [1.509, -3.681, 0.925], [0.235, -0.401, -1.529], [-0.960, -0.772, -0.453], [-2.660, -0.274, -1.110], [-3.750, -0.546, -0.053], [-3.880, 0.650, 0.864], [-4.533, 0.197, 2.486], [0.020, 2.106, 1.184], [0.443, 3.563, 0.249], [0.802, 3.505, 1.988], [2.426, 3.591, -1.206], [2.768, -0.506, -1.944], [1.543, -0.982, 1.528], [3.183, -0.818, 0.971], [4.029, -2.416, -0.410], [1.852, -3.888, 1.807], [-1.013, -2.250, -0.329], [-0.754, -0.245, 0.914], [-2.893, -0.913, -1.956], [-2.644, 0.770, -1.422], [-4.698, -0.799, -0.514], [-3.442, -1.396, 0.556], [-2.917, 1.114, 1.041], [-4.550, 1.398, 0.458], [2.728, 0.303, -3.735]], "mulliken_charge": [-0.486, -0.549, 1.036, -0.499, 0.134, -0.776, 0.487, -0.524, -0.576, -0.232, 0.366, -0.783, -0.702, -0.140, -0.252, 0.030, 0.281, 0.270, 0.270, -0.257, 0.278, 0.370, 0.298, 0.264, -0.172, -0.173, 0.349, 0.404, 0.351, 0.317, 0.018, 0.379, -0.779], "e_homo_ev": -3.232, "e_lumo_ev": 2.6, "total_charge": -1, "fmax_ha_per_bohr": 0.033}

=====

{"formula": "C5H17N2O", "method": "ωB97M-V/def2-TZVPD", "species": ["N", "C", "C", "C", "C", "C", "N", "H", "H", "H", "H", "H", "H", "H", "H", "H", "H", "H", "H", "H", "H", "H", "H", "H", "O"], "positions_angstrom": [[0.260, 0.001, -1.610], [0.383, -0.333, -0.176], [-0.319, 0.706, 0.708], [-1.833, 0.499, 0.917], [0.427, 0.756, 2.065], [0.036, -1.819, 0.113], [-0.847, -2.346, -0.954], [0.955, 0.703, -1.959], [-0.689, 0.376, -1.786], [0.251, -0.827, -2.219], [1.432, -0.269, 0.121], [-0.233, 1.689, 0.280], [-2.409, 0.975, 0.119], [-2.147, 1.025, 1.820], [-2.100, -0.553, 1.004], [1.348, 1.331, 1.996], [0.606, -0.214, 2.487], [-0.208, 1.308, 2.762], [-0.417, -1.858, 1.102], [0.948, -2.403, 0.170], [-0.557, -3.303, -1.163], [-1.777, -2.542, -0.578], [2.014, 2.816, -2.355], [2.794, 2.216, -1.113], [2.084, 2.063, -1.752]], "lowdin_spin": [0.118, 0.081, 0.035, 0.031, 0.013, 0.042, 0.033, 0.054, 0.119, 0.076, 0.032, 0.029, 0.024, 0.002, 0.002, 0.011, 0.000, 0.000, 0.002, 0.012, 0.010, 0.007, 0.055, 0.050, 0.162], "spin_multiplicity": 2, "s2": 0.75, "e_homo_ev": [-2.595, -10.476], "e_lumo_ev": [0.7, 0.6], "de_lowest_kj_mol": 108.1, "total_charge": 0, "fmax_ha_per_bohr": 0.027}

=====

{"formula": "C5H17N2O", "method": "ωB97M-V/def2-TZVPD", "species": ["C", "C", "C", "C", "C", "N", "N", "H", "H", "H", "H", "H", "H", "H", "H", "H", "H", "H", "H", "H", "H", "H", "H", "H", "O"], "positions_angstrom": [[-0.366, 0.289, 2.430], [-0.586, 1.150, 1.190], [-1.213, 0.401, 0.007], [-1.031, 1.129, -1.347], [0.255, 0.662, -2.125], [0.465, -0.820, -2.223], [0.855, -0.507, 2.194], [-0.147, 1.017, 3.218], [-1.220, -0.327, 2.706], [-1.136, 2.048, 1.473], [0.381, 1.530, 0.839], [-2.272, 0.226, 0.141], [-0.633, -0.517, -0.023], [-1.825, 1.058, -2.078], [-0.774, 2.161, -1.123], [0.073, 0.990, -3.111], [1.105, 1.241, -1.795], [1.007, -1.134, -3.020], [1.009, -1.188, -1.419], [-0.461, -1.228, -2.248], [1.054, -1.074, 2.976], [1.613, 0.109, 1.968], [0.793, -1.791, 0.720], [1.724, -3.096, 0.538], [1.333, -2.331, 0.111]], "mulliken_charge": [-0.631, -0.763, 0.181, -0.834, -0.684, -0.126, -0.558, 0.409, 0.359, 0.361, 0.295, 0.359, -0.281, 0.405, 0.330, 0.440, 0.329, 0.404, 0.232, 0.351, 0.232, 0.182, 0.426, 0.302, -0.719], "e_homo_ev": -12.979, "e_lumo_ev": -3.0, "de_lowest_kj_mol": 72.1, "total_charge": 1, "fmax_ha_per_bohr": 0.042}

=====

no.,DFT total energy (hartree)
1,-329.8777
2,-329.7863
3,-329.3327
4,-405.1011
5,-1937.2418
6,-1056.4295
7,-2126.2832
8,-385.3231
9,-385.2133